1.
Molecular formula: C2H9N3O
Method: DFT, ωB97M-V with the def2-TZVPD basis set

Summary:
Net charge ... 0
M ... 91.1 g mol⁻¹
Energy relative to the best compared isomer or geometry (same formula, charge and spin) ... 432.9 kJ/mol

Geometry (Å):
C  0.8100  -1.2214  0.5240
C  0.0064  -0.2114  -0.2583
N  -1.4972  0.0123  0.5813
N  -0.2097  -0.2393  -1.5499
H  -1.6566  -0.4845  1.4511
H  -2.2639  -0.0085  -0.0855
H  0.3769  -0.9145  -2.0280
H  0.2239  -2.1387  0.6268
H  1.0613  -0.8735  1.5281
H  1.7296  -1.4502  -0.0131
N  0.4601  1.3571  0.2620
O  0.4743  2.1739  -0.8826
H  0.1597  1.5228  -1.5816
H  1.3831  1.4209  0.6866
H  -1.0578  1.0551  0.7390

---

2.
Molecular formula: H32O16
Method: DFT, ωB97M-V with the def2-TZVPD basis set

Summary:
Net charge ... 0
M ... 288.2 g mol⁻¹
Energy relative to the best compared isomer or geometry (same formula, charge and spin) ... 519.2 kJ/mol

Geometry (Å):
O  -10.7907  -11.8743  8.8587
H  -11.0372  -11.1451  8.2529
H  -10.8834  -12.6889  8.3070
O  -5.8628  -12.3838  4.3528
H  -6.3958  -12.3928  5.1549
H  -5.2189  -13.0689  4.4997
O  -6.3367  -15.0420  5.7562
H  -6.2903  -15.8414  5.2328
H  -5.9974  -15.3721  6.6048
O  -6.3014  -14.9807  2.9836
H  -6.8380  -15.1905  2.2321
H  -6.9194  -14.6209  3.6050
O  -8.3766  -12.4494  3.2583
H  -7.6185  -11.9936  3.6536
H  -8.8137  -12.8850  3.9864
O  -10.4922  -11.3368  6.2633
H  -10.5854  -10.3961  6.2503
H  -11.2099  -11.8051  5.8479
O  -8.8904  -14.1437  5.3650
H  -9.2270  -13.9426  6.2072
H  -7.9760  -14.3566  5.5800
O  -7.9545  -16.9834  4.1276
H  -8.1729  -17.0608  5.0680
H  -8.6496  -16.5342  3.6175
O  -4.9054  -12.9556  7.3015
H  -5.6772  -13.5218  7.2564
H  -4.4163  -13.2486  6.5319
O  -10.6346  -16.7675  5.4127
H  -9.9845  -16.1529  5.6905
H  -11.3625  -16.5027  5.9910
O  -7.9906  -17.2691  7.0166
H  -8.0130  -16.4429  7.5448
H  -8.0785  -17.8723  7.7247
O  -10.5005  -14.2642  7.6421
H  -11.1484  -14.2640  6.9062
H  -10.6499  -15.0017  8.2282
O  -8.1515  -12.2870  8.5448
H  -9.1356  -12.2362  8.4313
H  -7.8387  -13.1780  8.7247
O  -7.7036  -11.4512  6.1658
H  -8.6023  -11.7054  5.9637
H  -7.7096  -11.5615  7.1346
O  -11.8701  -13.9565  5.3189
H  -11.8020  -14.7979  4.9149
H  -12.7617  -13.6458  5.3102
O  -7.6209  -15.0382  8.4896
H  -8.4516  -14.9990  8.9445
H  -7.0510  -15.5068  9.0604

---

3.
Molecular formula: H10O5
Method: DFT, ωB97M-V with the def2-TZVPD basis set

Summary:
Net charge ... 0
M ... 90.1 g mol⁻¹
Energy relative to the best compared isomer or geometry (same formula, charge and spin) ... 104.9 kJ/mol
SMILES string ... O.O.O.O.O

Geometry (Å):
O  -0.2690  1.3845  -0.3592
H  -0.6434  0.5520  -0.6844
H  -0.9419  1.8979  0.0101
O  -3.2021  -0.8776  0.8505
H  -2.6353  -0.6058  1.5988
H  -2.5925  -1.3635  0.2466
O  3.1777  1.1412  -0.4716
H  2.3839  0.9228  -0.9532
H  2.9589  0.9510  0.4143
O  -0.8733  -1.2349  -1.0099
H  -0.9446  -1.2740  -1.9339
H  -0.0492  -1.6754  -0.7085
O  1.2790  0.1073  1.3885
H  0.6816  0.6348  0.8349
H  1.6704  -0.5603  0.7770

---

4.
Molecular formula: CH4N4O
Method: DFT, ωB97M-V with the def2-TZVPD basis set

Summary:
Net charge ... 0
M ... 88.1 g mol⁻¹
Energy relative to the best compared isomer or geometry (same formula, charge and spin) ... 377.3 kJ/mol
⟨S²⟩ ... 2.01
2S+1 ... 3

Geometry (Å):
C  0.3701  -0.4518  0.3584
N  -2.8725  0.0630  -0.1030
N  -2.1447  -0.9859  -0.0821
N  -1.7602  0.8838  -0.0816
N  -0.9713  -0.2497  -0.1379
O  1.3060  0.0960  -0.5932
H  0.6861  0.2142  1.2893
H  0.4682  -1.5885  0.6173
H  -1.5950  1.6343  -0.6660
H  1.2435  -0.2001  -1.5119